The following is a DFT calculation (wB97M-V/def2-TZVPD) of a structure of composition C32H33N7O8PSTi in a non-equilibrium geometry.

Structure (XYZ):
```
83
Properties=species:S:1:pos:R:3:forces:R:3
Ti -0.12298 1.12676 0.15593 -2.474 -0.734 1.777
O 1.63912 1.53826 0.47123 3.250 1.472 0.663
N 1.98772 2.79366 0.75863 0.977 1.182 0.004
C 3.10882 3.30786 0.17193 -0.910 -0.636 0.317
C 3.56402 4.54966 0.51133 0.234 0.302 -0.006
C 2.87722 5.31176 1.46263 -1.152 -0.857 0.361
C 1.71822 4.77346 2.03473 1.656 1.448 -0.433
C 1.25712 3.51736 1.68153 -0.861 -1.674 -0.149
S -0.10658 2.74666 2.36123 0.314 0.249 0.113
H 3.57212 2.66036 -0.55817 -0.043 -0.045 0.028
H 4.44982 4.93126 0.02613 0.024 -0.017 -0.056
H 3.22842 6.29666 1.73423 -0.023 0.058 0.042
H 1.14732 5.32226 2.76663 -0.053 0.017 0.015
O -0.39968 3.19466 -5.39877 0.046 -0.467 1.300
C -0.34448 2.76496 -4.24467 -0.014 0.352 -1.403
C -0.70868 3.52956 -2.99967 -0.031 -0.033 1.512
O -1.19678 4.67676 -2.97657 -0.102 0.477 -0.073
C -0.40008 2.63806 -1.91507 -0.366 0.823 -2.139
C 0.03022 1.37196 -2.41237 -0.071 0.939 -2.345
O 0.24102 0.41706 -1.53187 0.518 -1.246 -1.583
C 0.08122 1.37606 -3.84407 0.131 -0.687 1.347
O 0.37252 0.45086 -4.62967 0.281 -0.602 -0.581
O -0.50498 2.77336 -0.61557 -0.258 2.030 -0.149
C 1.81712 -2.44184 1.60383 -0.157 0.199 -0.131
P 1.44462 -1.26884 0.19033 0.903 -1.854 0.046
C 1.08572 -2.46094 -1.15797 0.037 0.079 -0.132
C 1.32762 -2.07954 -2.47687 -0.006 0.159 0.132
C 1.00202 -2.91034 -3.53157 -0.026 -0.060 -0.202
C 0.38372 -4.12684 -3.29097 0.005 -0.021 -0.072
C 0.12102 -4.51174 -1.98747 -0.099 -0.224 -0.013
C 0.48212 -3.69374 -0.93077 0.121 0.017 0.107
C 3.33272 -1.07974 -0.13367 -0.311 0.657 -0.078
C 4.09502 -1.57334 -1.18657 -0.229 -0.204 0.053
C 5.42982 -1.22934 -1.31767 0.354 -0.011 0.014
C 6.03372 -0.39024 -0.39757 0.113 0.072 -0.018
C 5.28452 0.12086 0.65283 0.230 0.052 0.086
C 3.95232 -0.21444 0.77123 -0.151 -0.118 0.094
H 2.41412 -3.26734 1.21693 -0.018 -0.081 0.037
H 0.89672 -2.81494 2.05243 0.024 -0.066 0.049
H 2.39392 -1.92994 2.37233 -0.012 0.077 0.027
H 1.74572 -1.10534 -2.67777 -0.052 0.069 -0.125
H 1.20412 -2.58524 -4.54237 -0.063 0.107 -0.040
H 0.09172 -4.76324 -4.11697 -0.004 -0.039 -0.044
H -0.39358 -5.44634 -1.79017 0.052 -0.019 0.015
H 0.26362 -4.01844 0.07423 -0.046 0.028 0.124
H 3.65472 -2.24654 -1.90917 -0.016 0.033 -0.015
H 6.01382 -1.62024 -2.14257 -0.035 -0.042 -0.045
H 7.07972 -0.12934 -0.49607 0.048 0.030 -0.045
H 5.74072 0.79296 1.37073 0.012 0.008 0.022
H 3.36122 0.20746 1.57763 0.017 0.019 -0.024
C -2.76138 -1.27664 -2.12487 0.334 0.080 -0.144
N -3.69738 -0.69824 -1.18637 0.003 0.065 0.053
C -4.98518 -1.33914 -1.11827 -0.295 -0.005 0.146
C -5.74048 -0.95464 0.14893 0.035 0.174 -0.168
C -5.59658 0.54636 0.35923 -0.067 -0.292 -0.037
N -4.19528 0.83166 0.51233 0.093 0.008 -0.044
C -3.83158 2.00046 1.28043 0.387 0.166 -0.014
C -3.28868 0.31286 -0.37647 -0.127 0.032 0.144
O -2.14748 0.76096 -0.44407 -0.613 -0.014 -0.039
H -3.13098 -1.15914 -3.14807 0.041 0.016 0.005
H -2.61638 -2.33534 -1.90347 -0.008 -0.035 0.012
H -1.79958 -0.77534 -2.02147 -0.040 -0.048 -0.171
H -4.82368 -2.42354 -1.14037 -0.041 0.061 -0.041
H -5.57078 -1.07244 -2.01297 -0.001 -0.076 0.095
H -5.28988 -1.46114 1.00413 -0.069 -0.023 0.032
H -6.79148 -1.23834 0.06903 0.014 -0.074 -0.020
H -6.11738 0.87816 1.26473 0.084 -0.070 -0.129
H -6.02098 1.09426 -0.49787 -0.063 -0.002 0.081
H -4.29408 1.93586 2.26633 0.053 -0.017 0.030
H -4.15558 2.92246 0.78743 0.005 0.043 -0.035
H -2.74468 2.03286 1.39473 -0.327 0.056 0.093
N -0.95858 -1.98304 5.77833 0.249 -0.021 0.116
C -0.52518 -1.17154 4.70113 -0.338 -0.047 -0.835
N 0.77872 -0.65414 4.81883 -0.247 0.064 0.095
N -1.29558 -0.95004 3.71403 0.194 -1.655 0.626
C -1.23408 -0.06024 2.74983 -0.449 2.121 1.169
N -0.78738 -0.22504 1.55603 -0.022 -1.037 0.657
H -0.19908 -2.54084 6.15473 -0.091 0.019 -0.147
H -1.70318 -2.58964 5.45483 0.063 0.148 0.089
H 0.99292 -0.32294 5.75383 -0.103 0.008 -0.056
H 0.90012 0.09336 4.14073 0.057 0.067 0.017
O -1.49108 -2.12284 0.45373 0.664 0.422 0.208
C -0.62768 -1.33764 0.80513 -1.136 -1.354 -0.173
```
Forces are in eV/Å.

relative energy (zero: lowest compared OMol25 entry of this formula, charge and spin): 4.677 eV
multiplicity: 4
LUMO energy (spin up / spin down): 4.281 / 4.271 eV
molar mass: 754.6 g/mol
HOMO level (spin up / spin down): 1.3 / -0.8 eV
gap between HOMO and LUMO (spin up / spin down): 2.954 / 5.076 eV
charge: -2
DFT total energy: -103767.9104 eV